{
  "formula": "C3H6N4O3",
  "method": "ωB97M-V/def2-TZVPD",
  "orbital_gap_ev": 9.0229,
  "smiles": "NC(N)=NNC(=O)C(=O)O",
  "spin_multiplicity": 1,
  "lumo_energy_ev": -0.23,
  "elements": ["N", "C", "N", "N", "N", "C", "O", "C", "O", "O", "H", "H", "H", "H", "H", "H"],
  "xyz": [[-1.45445, 1.00972, -0.87818], [-1.86492, -0.13996, -0.21467], [-3.08724, -0.53321, 0.30475], [-0.93832, -0.96615, 0.15969], [0.31237, -0.74448, -0.43232], [1.19045, 0.02796, 0.27065], [0.83868, 1.03947, 0.88115], [2.63044, -0.29465, -0.08578], [3.09797, -1.45037, -0.11023], [3.44298, 0.91280, -0.11479], [-0.61507, 1.38800, -0.45195], [-2.22425, 1.83088, -0.51051], [-2.82328, -1.28335, 1.16890], [-3.68058, 0.29971, 0.47995], [0.83753, -1.58351, -0.58961], [4.33769, 0.48712, 0.12295]],
  "forces_ev_per_angstrom": [[-5.310, 3.731, 1.309], [2.720, -1.273, 1.941], [0.291, -0.129, 1.690], [-0.170, -1.051, -0.794], [1.394, -0.198, 1.428], [-1.641, 2.647, -1.140], [1.006, -1.299, -0.069], [3.334, -0.548, 1.182], [-1.487, 3.850, -0.288], [-0.007, -4.391, 0.686], [0.367, -0.458, 0.067], [2.556, -2.695, -1.889], [-1.337, 3.026, -3.174], [0.250, -1.295, 0.462], [-0.501, -1.114, -0.615], [-1.465, 1.197, -0.797]]
}

{
  "formula": "C3H6N4O5",
  "method": "ωB97M-V/def2-TZVPD",
  "orbital_gap_ev": 10.2086,
  "smiles": "O=[N+]([O-])/N=[N+](\\[O-])O.CCN=C=O",
  "spin_multiplicity": 1,
  "lumo_energy_ev": -0.82,
  "elements": ["O", "N", "O", "N", "N", "O", "O", "H", "C", "C", "N", "C", "O", "H", "H", "H", "H", "H"],
  "xyz": [[1.13140, 2.02595, -0.66994], [2.03615, 1.52666, -0.06605], [2.70711, 2.01775, 0.79511], [2.20971, 0.17498, -0.35056], [3.27155, -0.45182, -0.08144], [4.36927, -0.04049, 0.10786], [3.09437, -1.78673, -0.07846], [2.12699, -2.02517, -0.02485], [-3.14139, 0.41538, 0.54502], [-2.13382, 0.22273, -0.58149], [-1.35541, -0.94487, -0.39578], [-0.45708, -1.51510, 0.10633], [0.43147, -2.20722, 0.42684], [-3.71671, 1.31830, 0.36322], [-3.82258, -0.43162, 0.59852], [-2.63139, 0.51227, 1.50085], [-2.65405, 0.10015, -1.53692], [-1.46559, 1.08888, -0.65826]],
  "forces_ev_per_angstrom": [[-0.544, 0.306, -0.460], [1.206, -0.276, 0.398], [0.440, 0.607, 0.590], [-2.579, -1.262, -0.966], [0.188, 0.723, 0.352], [0.567, -0.153, 0.161], [0.476, -0.647, -0.033], [0.124, 0.761, 0.021], [0.110, -0.065, -0.140], [-0.490, 0.693, -0.152], [0.183, -0.405, 0.334], [-0.548, 0.437, -1.119], [1.016, -0.831, 0.827], [-0.087, 0.091, 0.015], [-0.034, -0.020, 0.014], [0.023, 0.029, 0.066], [0.066, 0.170, 0.140], [-0.115, -0.158, -0.049]]
}

{
  "formula": "C3H6N5",
  "method": "ωB97M-V/def2-TZVPD",
  "charge": 1,
  "orbital_gap_ev": 10.0405,
  "spin_multiplicity": 1,
  "lumo_energy_ev": -3.26,
  "elements": ["C", "C", "C", "N", "N", "N", "N", "N", "H", "H", "H", "H", "H", "H"],
  "xyz": [[1.92019, -0.90428, 0.40321], [0.47228, 0.15847, -0.85595], [1.24812, 1.11765, -0.15029], [-1.86705, -0.54592, -0.15064], [-2.94815, -0.22119, 0.07869], [2.12829, 0.46360, 0.61929], [-3.94514, 0.34580, 0.08232], [0.97111, -1.06634, -0.47907], [2.32005, -1.79517, 0.81229], [-0.23910, 0.48374, -1.54006], [1.03140, 2.25546, -0.14339], [2.82251, 0.92680, 1.19200], [-4.45123, 0.73532, 0.77792], [0.53673, -1.95395, -0.64633]],
  "forces_ev_per_angstrom": [[0.872, 1.842, 0.733], [3.283, 2.658, 2.066], [-3.045, 0.884, -2.093], [-2.540, -0.839, 0.953], [6.751, -1.002, -0.542], [-0.091, -3.137, -0.120], [-3.322, 0.527, -3.246], [-1.038, 1.793, -0.414], [1.031, -0.007, 0.857], [-1.144, -0.570, -1.070], [0.889, -2.312, 0.014], [0.024, -0.521, 0.132], [-1.540, 1.032, 3.081], [-0.132, -0.347, -0.350]]
}

{
  "formula": "C3H6N5O4S2",
  "method": "ωB97M-V/def2-TZVPD",
  "charge": -1,
  "orbital_gap_ev": 8.2654,
  "spin_multiplicity": 1,
  "lumo_energy_ev": 1.02,
  "elements": ["C", "C", "C", "N", "N", "N", "N", "N", "O", "O", "O", "O", "S", "S", "H", "H", "H", "H", "H", "H"],
  "xyz": [[-2.24789, -0.01723, -0.19692], [2.18141, -1.81872, -0.98743], [0.40615, 1.73281, 1.28997], [-2.56630, 0.63613, 0.90512], [-3.22415, -0.61490, -0.83465], [-3.86472, 0.46839, 0.92035], [-4.23927, -0.27081, -0.09193], [0.08264, -0.05360, -0.89651], [-0.14983, -2.51084, -0.17107], [1.07834, -1.01232, 1.26702], [2.27038, 1.20424, -0.44660], [0.32249, 2.49628, -1.22932], [0.68300, -1.36577, -0.08193], [0.82591, 1.35787, -0.45694], [2.29227, -2.80990, -0.86190], [1.95076, -1.71510, -2.10341], [3.03268, -1.12090, -0.64756], [0.12239, 2.74863, 1.22771], [-0.32329, 1.08065, 1.52643], [1.36706, 1.58508, 1.86957]],
  "forces_ev_per_angstrom": [[-0.326, 0.161, 0.518], [-0.220, 4.892, -1.782], [3.943, 0.482, -1.483], [2.573, 0.403, -0.359], [2.371, -0.611, -1.666], [-0.604, 0.234, 0.785], [-1.571, -0.198, -0.071], [-2.195, -0.178, 0.687], [-1.370, -0.458, -0.807], [-0.055, 0.183, -0.462], [-0.331, -0.639, -0.701], [-0.017, -1.875, 0.304], [1.916, -0.108, 1.109], [0.513, 2.840, 1.078], [0.701, -3.382, 1.062], [0.396, 0.292, 1.518], [-1.375, -1.322, -0.682], [-0.515, 0.990, 0.244], [-2.494, -1.786, 1.381], [-1.339, 0.083, -0.672]]
}

{
  "formula": "C3H6N5S",
  "method": "ωB97M-V/def2-TZVPD",
  "charge": -1,
  "orbital_gap_ev": 7.6077,
  "spin_multiplicity": 1,
  "lumo_energy_ev": 3.36,
  "elements": ["C", "C", "C", "N", "N", "N", "N", "N", "S", "H", "H", "H", "H", "H", "H"],
  "xyz": [[2.44823, -0.60638, 0.09467], [-0.83256, 1.64050, 0.49623], [-0.22798, -0.32089, -0.70400], [1.63025, -2.56280, 0.06976], [3.40373, -1.38190, -0.41129], [2.89283, -2.58221, -0.40488], [1.34065, -1.28285, 0.41560], [-0.16268, 0.92693, -0.63006], [2.53499, 1.10058, 0.33365], [-1.79177, 1.14395, 0.79147], [-0.12309, 1.63550, 1.38431], [-1.05194, 2.76441, 0.25974], [3.49355, 1.43999, -0.60214], [-0.82198, -0.92358, 0.03419], [0.28525, -0.69861, -1.51692]],
  "forces_ev_per_angstrom": [[-0.205, -0.472, 0.023], [0.491, 0.367, 0.013], [-2.347, 0.403, 1.988], [1.530, 0.744, -0.010], [0.342, 0.754, 0.170], [-1.894, -1.237, 0.094], [1.851, -0.971, 0.278], [-1.150, 2.841, 0.356], [1.126, 1.216, -0.047], [0.592, 0.321, -0.079], [-0.889, 0.035, -0.874], [0.437, -2.089, 0.142], [-0.657, -0.600, 0.636], [0.246, 0.221, -1.135], [0.527, -1.533, -1.554]]
}

{
  "formula": "C3H6NO2",
  "method": "ωB97M-V/def2-TZVPD",
  "charge": -1,
  "orbital_gap_ev": 8.4011,
  "spin_multiplicity": 1,
  "lumo_energy_ev": 4.17,
  "elements": ["C", "C", "N", "H", "H", "H", "H", "H", "O", "C", "O", "H"],
  "xyz": [[-1.20471, -1.86320, -2.36498], [-0.63901, -1.05676, -1.44358], [-1.08486, -0.41442, -0.35492], [-2.26930, -2.04373, -2.49082], [-0.63258, -2.05859, -3.26100], [0.43287, -0.92099, -1.61099], [-2.02966, -0.61274, -0.06278], [-0.53115, 0.30004, 0.13731], [-0.03661, 1.55250, 1.26924], [1.20650, 1.37170, 1.35254], [1.88210, 0.35887, 1.59451], [1.78769, 2.31492, 1.17303]],
  "forces_ev_per_angstrom": [[-0.631, 0.330, -0.418], [1.156, -0.094, -0.565], [-0.669, -0.538, -0.237], [-0.020, 0.012, 0.422], [0.229, -0.319, 0.159], [-0.140, 0.293, 0.154], [0.173, 0.373, 0.112], [-0.309, -0.216, 0.399], [-0.019, -0.420, -0.062], [0.444, 0.499, 0.115], [-0.433, -0.010, -0.096], [0.219, 0.090, 0.017]]
}